No. 1
DFT (ωB97M-V/def2-TZVPD) results for a molecular structure, C21H39NP2Pd at a distorted geometry.

The calculation puts the HOMO-LUMO gap (spin up / spin down) at 3.12 / 6.48 eV. As for the strongest force on any atom: 5.0 eV/A. The value obtained for the energy above the lowest of the compared OMol25 structures with the same formula, charge and spin is 248.0 kJ/mol. The value obtained for the HOMO energy (spin up / spin down) is -2.6 / -6.2 eV. The spin multiplicity is 3. As for the electronic energy: -1688.555464 hartree.

Each line ends with the Löwdin spin population.
Positions of all 64 atoms, in Å:
P1 0.900 -1.929 -1.301  0.22
P2 0.044 2.302 -1.062  0.10
C1 0.945 -0.361 -2.306  0.13
C2 1.160 1.136 -1.947  0.09
H1 0.000 -0.423 -2.892  0.05
H2 1.767 -0.613 -3.018  0.02
H3 2.186 1.270 -1.575  0.03
H4 1.156 1.624 -2.950  0.01
C3 -1.516 2.744 -1.832  0.11
H5 -2.080 3.412 -1.151  0.02
H6 -2.145 1.881 -2.098  0.06
H7 -1.336 3.329 -2.756  0.02
C4 0.915 3.900 -0.885  0.02
H8 0.689 4.545 -1.744  0.01
H9 2.000 3.760 -0.810  0.00
H10 0.538 4.387 0.031  0.00
C5 -0.554 -2.575 -2.230  0.07
H11 -0.930 -3.521 -1.825  0.01
H12 -0.282 -2.691 -3.299  0.01
H13 -1.346 -1.811 -2.180  0.05
C6 2.292 -2.951 -1.807  0.15
H14 3.203 -2.348 -1.810  0.05
H15 2.130 -3.370 -2.805  0.03
H16 2.408 -3.779 -1.097  0.01
Pd1 -1.100 -0.250 -5.225  0.19
C7 -0.147 1.261 -6.168  0.03
C8 -1.561 1.346 -6.325  0.02
C9 -2.244 0.766 -7.549  0.00
C10 -1.815 -0.666 -7.950  0.00
C11 -1.352 -1.515 -6.777  0.02
C12 -0.008 -1.608 -6.299  0.01
C13 1.106 -0.810 -6.939  0.00
C14 0.764 0.688 -7.229  0.00
C15 0.464 -1.806 0.418  0.13
H17 0.335 1.877 -5.394  0.01
H18 -2.060 2.124 -5.733  0.01
H19 -2.141 1.456 -8.384  0.00
H20 -3.329 0.728 -7.361  0.00
H21 -2.709 -1.178 -8.338  0.00
H22 -1.089 -0.680 -8.765  0.00
H23 -2.012 -2.337 -6.465  0.01
H24 0.253 -2.537 -5.759  0.00
H25 1.420 -1.340 -7.851  0.00
H26 1.988 -0.849 -6.280  0.00
H27 1.681 1.296 -7.205  0.00
H28 0.316 0.769 -8.225  0.00
H29 1.085 -1.031 0.890  0.03
H30 0.632 -2.773 0.906  0.01
H31 -0.596 -1.527 0.543  0.03
C16 2.293 1.735 1.098  0.05
C17 0.902 1.945 1.504  0.01
C18 0.403 2.131 2.781  0.01
C19 -1.008 2.141 2.692  0.01
C20 -1.352 1.953 1.362  0.01
C21 -2.670 1.637 0.798  0.03
N1 -0.172 1.870 0.610  0.02
H32 2.806 2.674 0.838  0.00
H33 2.380 1.020 0.270  0.04
H34 2.821 1.298 1.960  0.01
H35 1.017 2.239 3.671  0.00
H36 -1.703 2.262 3.516  0.00
H37 -3.286 1.206 1.599  0.00
H38 -3.193 2.531 0.429  0.00
H39 -2.592 0.897 -0.013  0.03

Forces on the atoms, in the same order (eV/Å):
0.8 2.3 -1.1
-0.1 -1.6 1.1
-0.3 -0.2 -0.7
0.3 0.2 -0.6
0.3 0.4 0.0
-0.4 0.3 0.4
-0.2 0.1 0.1
0.0 -0.1 0.3
-0.9 0.5 -0.3
0.3 -0.2 -0.1
0.5 0.2 0.2
0.3 -0.3 0.2
0.0 0.2 -0.3
0.1 -0.2 0.2
-0.3 0.0 0.0
0.2 -0.3 -0.4
-0.1 -0.6 0.3
0.0 0.1 -0.2
-0.1 0.0 0.6
0.1 -0.3 0.1
0.3 -0.5 0.1
-0.3 -0.1 0.1
-0.1 -0.2 -0.3
0.0 0.2 -0.1
-0.9 -1.1 4.8
-0.8 1.5 -0.8
1.1 2.1 -0.8
-0.7 0.4 0.2
-0.5 -0.5 0.0
1.2 -1.5 -0.3
-0.8 -1.3 -1.4
0.7 -0.2 0.1
0.3 -0.3 0.2
-0.8 0.2 1.0
-0.2 -0.1 -0.4
-0.1 -0.4 -0.4
0.1 0.0 -0.3
0.3 0.1 0.1
0.2 0.2 -0.1
0.1 0.1 0.1
0.1 0.3 -0.3
0.0 0.6 -0.3
0.0 0.3 -0.1
-0.2 0.0 -0.1
-0.1 -0.4 -0.3
0.1 0.2 0.2
-0.2 -0.5 -0.2
0.1 0.1 0.0
0.0 -0.1 0.0
1.0 0.0 0.2
-0.7 0.3 1.1
0.6 0.0 -0.9
-0.4 -0.1 -1.0
0.4 0.2 1.0
-1.0 0.1 -0.1
0.3 0.0 -0.3
0.0 -0.3 0.0
0.2 0.1 0.3
0.0 0.2 -0.4
-0.2 -0.1 -0.2
0.0 -0.2 -0.2
0.1 0.1 -0.3
0.0 -0.3 0.0
-0.1 0.2 0.1



No. 2
DFT (ωB97M-V/def2-TZVPD) results for a gas-phase ion, C21H40BN2O6 (charge -1) at a distorted geometry.

The calculation puts the HOMO-LUMO gap at 5.08 eV. As for the charge: -1. As for the strongest force on any atom: 8.6 eV/A. The value obtained for the HOMO energy is -4.2 eV. The spin multiplicity is 1. As for the electronic energy: -1409.557618 hartree.

Each line ends with the natural charge from an NBO analysis.
Positions of all 70 atoms, in Å:
C1 7.221 -0.278 2.189  -0.31
C2 6.837 -1.729 2.058  -0.33
C3 5.530 -2.069 1.073  0.74
O1 4.868 -1.015 0.564  -0.55
O2 5.126 -3.454 0.717  -0.57
C4 3.768 -3.755 1.247  -0.08
C5 2.593 -3.398 0.161  -0.46
C6 2.082 -4.662 -0.751  -0.42
C7 0.588 -4.267 -1.319  -0.41
C8 0.541 -2.907 -2.236  -0.43
C9 -0.984 -2.261 -2.015  -0.41
C10 -1.119 -1.364 -0.650  0.05
O3 -2.546 -1.631 -0.269  -0.75
B1 -2.737 -0.629 0.813  0.64
C11 -4.199 -0.496 1.554  -0.67
C12 -5.445 -0.114 0.559  -0.42
C13 -6.109 1.279 1.131  -0.22
N1 -6.552 1.088 2.593  -0.87
O4 -2.141 0.595 0.169  -0.77
C14 -0.967 0.267 -0.707  0.27
C15 -1.372 1.084 -2.078  -0.43
C16 -0.488 2.437 -2.357  -0.42
C17 -0.959 3.748 -1.452  -0.44
C18 0.376 4.447 -0.745  -0.43
C19 0.781 5.891 -1.443  -0.23
N2 1.925 6.501 -0.608  -0.85
C20 0.251 0.994 0.161  -0.53
C21 0.744 0.130 1.464  0.81
O5 1.943 -0.484 1.367  -0.64
O6 0.037 -0.005 2.749  -0.71
H1 6.396 0.513 2.492  0.24
H2 8.330 0.092 2.023  0.21
H3 7.462 -2.573 2.592  0.23
H4 3.618 -2.998 2.158  0.20
H5 3.666 -4.827 1.706  0.19
H6 1.639 -3.017 0.768  0.23
H7 2.920 -2.463 -0.502  0.26
H8 2.769 -4.928 -1.661  0.21
H9 1.928 -5.578 -0.009  0.19
H10 0.099 -5.144 -1.957  0.20
H11 -0.168 -4.083 -0.415  0.21
H12 0.600 -3.251 -3.360  0.20
H13 1.352 -2.104 -1.978  0.21
H14 -1.365 -1.746 -2.993  0.20
H15 -1.685 -3.214 -1.857  0.22
H16 -0.556 -1.988 0.165  0.20
H17 -2.076 -1.117 1.685  -0.18
H18 -4.045 0.273 2.453  0.20
H19 -4.435 -1.549 2.060  0.21
H20 -6.273 -0.957 0.717  0.18
H21 -5.180 -0.100 -0.582  0.21
H22 -7.015 1.679 0.500  0.17
H23 -5.228 2.074 1.164  0.18
H24 -5.896 1.634 3.223  0.36
H25 -7.523 1.438 2.742  0.35
H26 -1.313 0.432 -3.063  0.21
H27 -2.514 1.423 -2.001  0.25
H28 -0.713 2.751 -3.486  0.20
H29 0.689 2.260 -2.326  0.20
H30 -1.598 4.518 -2.065  0.21
H31 -1.605 3.334 -0.546  0.24
H32 0.214 4.571 0.427  0.20
H33 1.342 3.757 -0.848  0.20
H34 1.241 5.753 -2.530  0.19
H35 -0.126 6.626 -1.566  0.19
H36 2.746 5.828 -0.612  0.35
H37 1.602 6.506 0.385  0.35
H38 -0.240 1.993 0.593  0.25
H39 1.213 1.212 -0.488  0.24
H40 0.132 -0.974 3.053  0.50

Forces on the atoms, in the same order (eV/Å):
-1.2 -3.1 0.0
0.2 2.6 -0.6
-3.3 4.6 -1.2
4.3 -6.8 3.0
0.7 2.6 1.8
-1.7 2.0 0.9
-0.3 0.1 0.0
-1.2 0.5 0.5
-0.3 0.2 0.2
-1.4 -0.2 -0.2
0.5 -0.9 -0.2
-2.0 -2.7 -1.3
1.8 0.9 -1.1
0.1 -0.5 0.0
-0.8 -0.2 -0.1
-1.3 -0.2 1.5
1.0 0.2 -0.2
0.3 1.2 -0.4
1.0 0.2 -0.4
-2.7 0.9 2.5
0.3 0.3 -0.9
-0.6 0.7 -1.4
1.0 -1.1 1.4
-0.1 0.3 -0.7
0.9 -0.8 0.1
-0.6 -1.0 0.0
-0.3 0.2 0.7
5.3 -3.4 0.3
-7.0 3.3 0.6
1.3 -0.7 -3.1
1.7 -1.6 -1.9
-2.2 -1.1 1.4
-0.9 1.7 -2.1
0.1 -1.7 -1.9
0.7 1.8 -1.3
2.1 -0.9 -1.2
-0.5 -2.2 1.6
-1.1 0.5 1.9
0.6 1.7 -1.7
1.2 1.7 1.3
1.8 -0.5 -1.7
0.2 0.9 2.1
-1.4 -1.7 -0.5
0.8 -0.7 2.0
1.4 2.3 -0.2
-0.2 1.9 -1.2
1.0 0.1 1.1
-0.6 -1.5 -1.9
0.5 2.3 -1.0
1.6 1.8 -0.5
-0.3 0.3 2.2
1.8 -0.7 1.1
-1.9 -1.5 -0.5
-1.3 -0.9 -1.1
1.3 -0.2 -0.2
0.1 1.1 2.1
2.6 -0.9 0.2
0.5 -0.8 2.3
-2.6 0.3 0.2
1.4 -1.5 1.2
1.1 0.9 -2.1
0.2 0.0 -2.5
-2.2 1.3 0.1
-1.2 0.0 2.2
1.8 -1.4 0.6
-1.5 1.0 -0.1
0.4 0.0 -1.1
1.1 -2.2 -1.2
-1.9 -0.6 1.7
0.1 2.2 -1.0



No. 3
DFT (ωB97M-V/def2-TZVPD) results for 4 unconnected molecules or ions with the total composition C21H40BrN3O8 at a distorted geometry.

The calculation puts the HOMO-LUMO gap at 9.44 eV. As for the strongest force on any atom: 1.9 eV/A. The value obtained for the HOMO energy is -9.4 eV. The SMILES is N#CO[C@@](O)(C#N)[C@](Br)(C#N)COCOCCO.CCOCC.CCOCC.CCOCC. The spin multiplicity is 1. As for the electronic energy: -4164.179289 hartree.

Each line ends with the Mulliken charge.
Positions of all 73 atoms, in Å:
N1 3.445 6.075 0.834  -0.57
C1 3.308 5.093 0.241  0.60
O1 3.075 3.953 -0.301  -0.28
C2 2.037 3.965 -1.284  0.93
O2 1.389 5.172 -1.324  -0.52
C3 2.687 3.685 -2.591  0.05
N2 3.265 3.406 -3.556  -0.43
C4 1.007 2.864 -1.007  0.77
Br1 1.859 1.142 -0.714  0.07
C5 0.143 2.813 -2.179  -0.29
N3 -0.559 2.991 -3.078  -0.41
C6 0.050 3.193 0.181  -1.09
O3 0.489 2.730 1.419  -0.39
C7 1.068 3.702 2.264  -0.54
O4 2.434 3.557 2.413  -0.31
C8 2.811 2.261 2.820  -0.35
C9 4.322 2.203 2.859  -0.40
O5 4.783 2.445 4.175  -0.57
H1 1.625 5.626 -2.133  0.39
H2 -0.858 2.652 -0.045  0.46
H3 -0.205 4.246 0.170  0.53
H4 0.570 3.615 3.228  0.35
H5 0.909 4.716 1.915  0.41
H6 2.474 2.023 3.829  0.39
H7 2.493 1.485 2.135  0.22
H8 4.685 2.979 2.187  0.30
H9 4.679 1.259 2.462  0.36
H10 5.675 2.109 4.215  0.32
C10 -1.789 0.591 -5.338  -1.04
C11 -0.701 -0.325 -4.823  -0.37
O6 -0.961 -0.819 -3.525  -0.40
C12 -2.120 -1.616 -3.361  -0.20
C13 -2.121 -2.880 -4.203  -1.04
H11 -1.925 1.419 -4.644  0.25
H12 -1.519 0.994 -6.316  0.39
H13 -2.750 0.085 -5.444  0.29
H14 0.227 0.243 -4.747  0.36
H15 -0.501 -1.151 -5.516  0.33
H16 -3.021 -1.023 -3.551  0.30
H17 -2.147 -1.891 -2.306  0.18
H18 -2.107 -2.660 -5.271  0.28
H19 -3.017 -3.466 -3.995  0.34
H20 -1.243 -3.487 -3.980  0.30
C14 5.055 -3.579 4.886  -1.03
C15 5.555 -2.155 4.716  -0.37
O7 4.645 -1.302 4.045  -0.37
C16 3.381 -1.130 4.662  -0.16
C17 3.452 -0.535 6.057  -1.14
H21 4.814 -4.017 3.917  0.29
H22 5.820 -4.190 5.365  0.39
H23 4.157 -3.627 5.503  0.26
H24 6.457 -2.161 4.105  0.33
H25 5.837 -1.724 5.683  0.32
H26 2.827 -2.075 4.667  0.35
H27 2.825 -0.450 4.015  0.11
H28 3.988 -1.183 6.751  0.38
H29 2.448 -0.382 6.453  0.39
H30 3.969 0.426 6.032  0.24
C18 -8.012 -1.970 -2.053  -1.04
C19 -7.019 -2.594 -3.017  -0.39
O8 -5.686 -2.607 -2.540  -0.32
C20 -5.457 -3.318 -1.339  -0.30
C21 -5.813 -4.793 -1.416  -1.09
H31 -7.717 -0.948 -1.810  0.29
H32 -9.007 -1.948 -2.500  0.38
H33 -8.081 -2.526 -1.117  0.27
H34 -6.996 -2.011 -3.937  0.32
H35 -7.333 -3.606 -3.298  0.31
H36 -5.979 -2.836 -0.505  0.33
H37 -4.390 -3.217 -1.136  0.29
H38 -6.876 -4.949 -1.606  0.27
H39 -5.567 -5.290 -0.477  0.39
H40 -5.260 -5.277 -2.223  0.29

Forces on the atoms, in the same order (eV/Å):
0.2 -0.4 -0.6
0.0 1.1 1.2
0.0 -0.6 -0.2
0.2 0.0 -1.1
-0.3 -0.1 0.2
1.3 -0.7 -1.2
-0.9 0.5 1.2
-0.4 -0.4 0.7
-0.1 0.2 -0.3
-0.6 0.4 -1.1
0.5 -0.4 0.7
0.0 -0.8 0.0
0.0 0.6 -0.1
0.0 0.2 0.7
-0.2 -0.2 -0.3
1.1 -0.5 0.3
-0.1 0.5 -0.2
-0.2 -0.1 0.1
0.0 0.4 -0.2
-0.3 -0.2 0.0
0.2 0.3 0.0
-0.1 -0.3 0.3
-0.1 0.2 -0.4
-0.4 0.1 0.2
-0.5 0.1 -0.3
0.1 0.2 -0.2
0.0 -0.4 0.2
0.4 -0.1 0.2
-0.2 0.0 0.0
0.0 0.0 -0.1
0.3 0.0 0.4
-0.2 0.0 -0.1
0.1 0.0 -0.1
0.0 0.1 0.0
0.0 0.0 0.0
0.0 -0.1 -0.1
0.0 -0.1 0.1
-0.1 0.0 0.0
0.0 0.0 0.0
0.1 0.1 0.0
-0.1 0.0 0.0
0.0 0.0 0.0
0.0 0.0 0.0
-0.1 0.0 0.0
0.1 -0.1 0.1
0.0 0.1 -0.2
-0.1 0.0 0.1
0.2 0.0 0.1
0.0 0.0 0.0
0.0 0.0 0.0
0.0 0.0 0.1
0.0 0.1 -0.1
0.0 0.0 0.0
0.0 0.0 0.1
0.1 0.0 -0.1
-0.1 0.0 0.0
0.0 0.0 0.0
-0.1 0.0 0.0
0.1 0.0 0.1
-0.1 0.0 0.0
0.2 0.1 -0.1
0.0 -0.1 0.1
-0.1 0.0 -0.1
0.0 0.0 0.0
0.0 0.0 0.0
-0.1 0.0 0.0
0.1 0.0 0.0
0.0 0.0 0.1
0.0 0.0 0.0
0.0 0.1 -0.1
0.0 0.0 0.1
0.0 0.0 0.0
0.0 0.0 0.0



No. 4
DFT (ωB97M-V/def2-TZVPD) results for a molecular structure, C21H40CdCl3N2O4Si at a distorted geometry.

The calculation puts the HOMO-LUMO gap at 5.68 eV. As for the charge: -1. As for the strongest force on any atom: 2.0 eV/A. The value obtained for the HOMO energy is -3.5 eV. The spin multiplicity is 1. As for the electronic energy: -3072.600079 hartree.

Each line ends with the Mulliken charge.
Positions of all 72 atoms, in Å:
C1 -1.753 -2.188 -3.333  -1.72
C2 -1.306 -2.898 -2.098  0.36
H1 -2.116 -2.907 -4.076  0.48
H2 -0.934 -1.604 -3.783  0.18
H3 -2.574 -1.495 -3.096  0.29
C3 -0.883 -4.165 -2.068  0.30
C4 -0.765 -5.018 -3.269  -1.72
H4 -0.615 -4.625 -1.121  0.39
H5 -0.431 -4.470 -4.151  0.39
H6 -1.724 -5.484 -3.503  0.29
H7 -0.051 -5.814 -3.062  0.41
Cd1 1.117 1.664 -0.147  1.80
Cl1 -1.107 1.244 1.194  -0.77
Cl2 3.078 1.956 -1.757  -0.67
H8 1.371 5.518 4.454  0.33
H9 -0.806 5.352 4.543  0.34
C5 1.583 5.086 3.468  -0.87
C6 -0.913 5.275 3.461  -0.99
N1 0.289 4.663 2.927  0.25
H10 2.272 4.237 3.564  0.27
C7 0.231 4.030 1.756  0.40
O1 1.268 3.588 1.196  -0.97
H11 -1.749 4.616 3.219  0.35
H12 -0.769 3.902 1.307  0.15
H13 2.081 5.813 2.809  0.29
H14 -1.124 6.252 3.000  0.31
H15 2.125 -1.698 -1.952  0.14
H16 1.926 -3.795 -0.286  0.27
C8 3.049 -1.518 -1.376  -0.65
C9 2.812 -3.369 0.208  -0.90
N2 2.842 -1.930 0.003  0.34
H17 3.309 -0.450 -1.434  0.03
C10 2.667 -1.094 1.039  -0.04
O2 2.437 0.135 0.960  -0.74
H18 2.771 -3.588 1.281  0.26
H19 2.699 -1.570 2.039  0.37
H20 3.864 -2.130 -1.792  0.35
H21 3.710 -3.822 -0.231  0.37
O3 -0.065 -1.328 -1.115  -0.46
C11 -1.168 -2.016 -0.849  0.46
C12 -0.067 -2.871 1.333  1.52
C13 -1.173 -2.853 0.488  -1.56
H22 0.725 -2.145 1.147  0.34
C14 0.041 -3.845 2.325  -0.73
H23 -2.061 -1.339 -0.785  -0.01
C15 -2.292 -3.626 0.800  -0.03
H24 0.967 -3.930 2.894  0.34
C16 -1.040 -4.690 2.577  -0.70
C17 -2.229 -4.544 1.851  -0.64
H25 -3.194 -3.512 0.178  0.34
H26 -0.972 -5.435 3.367  0.34
H27 -3.098 -5.155 2.079  0.36
Si1 -0.857 3.048 -2.509  0.26
Cl3 -0.196 1.004 -2.207  -0.06
C18 0.585 4.202 -2.169  -0.80
C19 -2.352 3.390 -1.435  -0.95
C20 -1.301 3.333 -4.292  -1.07
H28 0.979 4.094 -1.142  0.14
H29 0.166 5.220 -2.291  0.31
H30 1.416 4.027 -2.874  0.23
H31 -0.612 2.831 -4.978  0.30
H32 -1.236 4.429 -4.411  0.28
H33 -2.319 2.988 -4.505  0.30
H34 -2.813 2.516 -0.940  0.28
H35 -3.065 3.842 -2.148  0.46
H36 -2.113 4.165 -0.683  0.23
C21 0.498 0.239 3.611  -0.50
O4 -0.340 -0.835 3.175  -0.41
H37 1.297 0.434 2.881  0.10
H38 0.953 -0.077 4.559  0.32
H39 -0.074 1.171 3.730  0.23
H40 -0.873 -0.432 2.441  0.10

Forces on the atoms, in the same order (eV/Å):
0.0 0.0 -0.3
-0.2 -0.7 1.3
0.0 0.2 0.0
-0.2 -0.1 0.2
0.2 -0.1 0.0
-0.4 0.7 0.1
0.1 -0.5 -0.3
0.0 0.1 0.0
0.0 0.0 0.0
-0.1 -0.2 -0.2
0.1 -0.2 -0.2
0.5 -1.0 0.5
0.1 0.6 -0.6
-0.2 0.4 0.3
0.3 -0.1 -0.3
-0.2 0.1 -0.1
0.0 -0.2 0.0
-0.3 -0.2 -0.4
0.2 0.5 -0.2
-0.3 0.1 0.0
1.4 -0.9 -0.7
-1.3 0.6 0.6
0.0 0.1 0.2
0.3 -0.1 0.3
-0.3 -0.1 0.2
0.2 -0.1 0.3
0.2 0.1 0.3
0.2 0.2 0.2
-0.4 0.4 -0.3
0.0 0.0 0.0
0.5 0.1 0.9
-0.1 -0.5 0.1
-0.5 0.7 -1.0
0.6 -1.1 0.1
0.0 0.0 -0.3
0.0 0.0 -0.4
-0.1 0.2 0.1
-0.1 0.1 0.1
1.7 0.6 0.7
-0.4 -0.2 0.2
0.1 -0.4 -0.5
-0.2 0.6 -0.8
-0.5 -0.5 -0.1
-0.4 0.1 -0.1
-0.3 -0.2 0.1
0.1 -0.2 0.2
-0.3 0.0 0.1
0.0 0.1 0.0
0.1 0.3 -0.2
0.4 -0.2 0.3
0.0 0.1 -0.1
0.1 0.0 0.1
0.9 -1.0 0.1
-1.2 1.4 -0.9
-0.2 0.0 0.3
-0.2 0.3 0.0
-0.2 -0.1 0.0
-0.1 0.3 -0.5
0.3 -0.2 0.1
-0.4 0.1 0.3
0.0 0.2 0.1
-0.1 -0.4 -0.3
0.1 0.1 -0.1
0.4 0.4 -0.3
0.0 -0.1 0.4
-0.1 -0.4 -0.2
0.0 -0.4 0.0
-0.2 1.0 0.0
-0.1 0.0 0.2
-0.1 0.2 -0.1
0.2 -0.2 0.2
0.6 -0.6 0.6